(1)
Computed, not measured: a molecular structure, C33H53AsF6N2O26P3, with ωB97M-V/def2-TZVPD.

Structure (XYZ):
```
124
Properties=species:S:1:pos:R:3:forces:R:3
As 15.541409 16.211527 17.540812 0.719 0.764 -0.645
F 15.404817 16.259357 19.362165 0.161 -0.111 -2.256
F 13.996732 17.195897 17.386302 2.153 -0.912 0.164
F 15.706950 16.168888 15.739261 -0.220 -0.050 2.456
F 17.095516 15.221343 17.669742 -1.875 0.856 -0.248
F 14.559715 14.734534 17.476809 0.870 1.096 0.278
F 16.659860 17.657675 17.592574 -1.885 -1.564 0.047
C 14.034533 20.213273 18.382391 0.339 1.957 -1.120
C 13.134600 20.618060 17.461520 0.444 -1.905 1.743
C 12.956990 21.938515 16.887631 2.349 2.133 -0.680
O 12.010033 22.303173 16.230407 0.225 -0.316 0.416
C 14.202154 22.803678 17.128282 -0.158 -0.262 0.667
C 15.193452 22.452897 17.973796 -0.035 -0.505 -0.137
C 15.129314 21.089839 18.721260 0.149 -0.230 1.338
O 15.871403 20.723448 19.626853 0.493 1.322 -0.961
O 16.265969 23.301102 18.167709 -1.044 -0.779 -0.283
O 12.212840 19.729997 17.197462 -2.384 -0.442 -1.047
H 13.960468 19.247470 18.860020 0.154 -0.041 -0.038
H 14.334282 23.761997 16.648100 -0.424 0.071 -0.254
H 17.054914 22.756680 18.220381 0.310 -0.169 0.401
H 12.153064 19.211427 18.003129 -0.397 -1.159 0.116
C 11.419958 15.420561 20.040665 -0.456 -0.390 -0.066
C 10.902563 14.194661 19.856738 0.485 -1.399 -0.060
C 10.302411 13.631449 18.567508 -0.051 1.000 -0.076
O 9.867292 12.486780 18.441254 0.751 1.791 0.606
C 10.421775 14.650728 17.545554 -0.067 0.938 -1.758
C 11.022276 15.874793 17.646564 0.313 -0.753 -1.215
C 11.496028 16.395778 18.965715 0.702 0.493 1.674
O 11.985385 17.511716 19.165179 -0.842 -0.810 -1.076
O 11.350190 16.590778 16.523305 -1.106 -1.114 1.609
O 11.079120 13.251734 20.769546 -0.144 0.395 0.778
H 11.845845 15.580972 21.020099 0.171 0.532 -0.102
H 10.127328 14.405413 16.535849 -0.069 -0.307 -0.127
H 12.003556 17.220450 16.836706 0.518 0.685 -0.129
H 10.704621 12.446296 20.405356 -0.124 -1.014 -0.117
C 18.649436 14.757561 21.740185 -2.227 -0.528 -0.026
C 18.661859 14.630502 20.414495 -0.500 -1.807 -2.749
C 19.866791 15.067698 19.628639 2.070 1.009 -3.303
O 20.105655 14.858649 18.391286 -1.545 0.243 4.487
C 20.867398 15.889185 20.377720 -0.321 -0.803 1.150
C 20.722112 16.114338 21.713158 0.274 1.054 0.116
C 19.542240 15.555805 22.456734 1.464 1.519 5.073
O 19.423740 15.784829 23.740349 0.501 -0.644 -5.090
O 21.610382 16.856002 22.453724 0.248 -0.612 -1.574
O 17.759356 13.882558 19.702173 0.945 0.141 2.910
H 17.782925 14.437476 22.299746 -0.073 -0.318 -0.039
H 21.751761 16.125993 19.804808 -0.011 0.420 0.118
H 21.250967 17.304690 23.222550 -0.754 -0.550 0.222
H 17.398784 14.339557 18.938790 0.182 0.615 -1.027
C 15.051118 17.444725 13.214616 2.229 1.262 -0.138
O 15.992183 17.353716 12.421392 -1.811 -0.510 0.742
N 13.741593 17.478840 12.909809 -1.220 -1.026 -0.588
C 12.688854 18.047147 13.782094 0.089 -0.324 -0.352
C 13.352630 17.122726 11.532458 -0.607 1.319 -0.065
H 15.267611 17.641315 14.276070 -0.278 -0.039 -0.078
H 12.242390 18.931560 13.327566 0.271 0.276 -0.169
H 13.014205 18.318226 14.786461 0.623 -0.039 -0.227
H 11.834310 17.392498 13.953252 0.190 -0.543 -0.249
H 13.017915 18.059205 11.086287 -0.217 0.139 -0.356
H 14.129785 16.769910 10.854472 0.409 -0.086 0.848
H 12.498570 16.449333 11.460254 0.033 -0.206 0.499
C 14.672398 18.509451 21.947641 -2.973 0.346 2.069
O 13.576442 18.968464 22.379884 2.576 -0.742 -1.371
N 15.774710 18.386428 22.711201 -0.574 -0.487 -1.225
C 16.881932 17.678980 22.109106 0.830 -0.158 0.395
C 15.869327 18.777126 24.099607 1.245 0.372 -0.657
H 14.804059 17.994866 20.983249 -0.272 0.525 -0.134
H 16.657215 17.102423 21.211781 -0.639 0.179 0.117
H 17.270421 16.970031 22.840233 0.193 0.046 0.041
H 17.673348 18.362444 21.801456 0.264 0.156 0.216
H 15.103241 19.502715 24.372990 -0.089 -0.502 0.003
H 16.005593 17.910539 24.746567 -0.738 -0.124 0.159
H 16.848203 19.253024 24.158074 0.068 0.486 0.315
C 20.231099 16.377988 14.752619 0.179 0.649 1.042
O 19.707607 15.149000 14.226100 0.312 0.305 -0.021
P 19.244000 14.981244 12.732253 -2.520 2.265 -1.871
O 18.531652 16.214456 12.124795 2.496 -3.949 1.530
O 20.619801 14.516320 11.927303 -1.564 0.604 1.259
C 20.404456 14.333871 10.535388 -0.257 -0.128 -0.731
O 18.313479 13.600662 12.831401 2.631 1.563 -0.588
C 17.127526 13.576814 13.599417 0.064 0.298 1.260
H 19.794919 16.580700 15.730758 -0.278 -0.682 0.104
H 20.011894 17.316365 14.243204 -0.137 -0.546 -0.952
H 21.302304 16.289319 14.933596 0.030 -0.202 -0.361
H 21.335618 14.124293 10.008957 0.168 -0.544 0.555
H 20.051309 15.216430 10.002029 -0.447 0.263 0.532
H 19.670924 13.531239 10.459107 0.170 -0.109 -0.643
H 16.297933 13.788346 12.924784 -0.209 -0.262 0.562
H 17.160154 14.203044 14.490975 -0.034 1.322 -0.591
H 17.119633 12.680471 14.219594 -0.388 -0.992 -1.125
C 13.929405 11.740270 18.528729 0.555 0.687 -0.226
O 14.051474 10.319976 18.864783 0.524 -0.084 0.612
P 13.199946 9.695964 20.054292 -1.307 1.321 0.058
O 11.839206 10.332736 20.049589 1.510 -1.241 1.028
O 13.234609 8.116566 19.756210 0.750 0.950 -0.465
C 12.363885 7.122472 20.264027 -0.410 -0.227 0.898
O 14.111239 9.910159 21.429490 -0.520 -0.733 -3.930
C 13.589080 9.693480 22.689928 -0.642 1.153 1.633
H 14.867118 12.290410 18.450406 0.770 -0.817 0.902
H 13.344846 12.304527 19.255369 -0.394 -0.363 -0.280
H 13.661507 11.900622 17.484396 -1.137 -0.698 0.174
H 12.918406 6.286383 20.690132 0.520 0.293 0.081
H 11.737086 6.637981 19.515356 -0.051 0.685 -0.368
H 11.756871 7.544724 21.064862 -0.280 -0.110 -0.158
H 13.386029 10.701625 23.051202 0.074 -0.026 0.678
H 14.344233 9.215632 23.314021 -0.118 -0.081 -0.052
H 12.620957 9.202912 22.790771 0.087 -0.499 -0.542
C 16.848274 21.658159 14.824494 -2.251 0.644 -0.397
O 18.218051 21.794128 14.537771 1.110 -1.790 -0.339
P 18.731283 20.354933 13.927289 0.755 -1.152 -0.605
O 18.120352 19.876751 12.655033 0.446 1.043 2.276
O 20.336604 20.574355 13.799860 -2.561 -1.462 0.845
C 20.852026 21.439142 12.812573 0.572 0.787 1.074
O 18.618167 19.340617 15.210196 -0.244 1.578 -0.901
C 19.400277 19.617944 16.396001 1.105 -1.652 -0.197
H 16.283108 21.712213 13.894026 -0.069 0.336 -0.153
H 16.502690 22.455978 15.481892 0.355 0.059 -0.040
H 16.490234 20.713606 15.234033 0.738 -0.284 0.435
H 21.321086 20.913518 11.980819 -0.135 -0.047 0.145
H 21.550078 21.892153 13.516564 0.822 0.947 -1.293
H 20.117952 22.174052 12.482186 0.045 -0.083 -0.169
H 20.003581 18.713062 16.468789 1.033 0.273 -0.417
H 18.974967 19.452706 17.385897 -1.552 0.996 -0.363
H 20.012766 20.514803 16.303225 -0.194 -0.121 0.135
```
Forces are in eV/Å.

Frontier orbital gap   6.472 eV
Electronic energy   -7214.31845 hartree
Net charge   -1


(2)
Computed, not measured: 2 unconnected molecules or ions with the total composition C2H6N2S2, with ωB97M-V/def2-TZVPD.

Structure (XYZ):
```
12
Properties=species:S:1:pos:R:3:forces:R:3
C 1.633114 0.995631 0.547727 1.464 1.100 0.288
C 2.368285 -0.050457 0.890590 0.888 0.633 1.820
N -1.976436 -1.063418 0.015288 0.150 -0.322 1.621
N -1.935724 -1.298417 -1.280813 0.362 -0.729 1.017
S -2.811321 1.618591 -0.816168 0.407 -0.444 0.781
S -2.363864 0.364217 0.645662 -0.125 -0.943 -2.210
H 2.063263 1.998335 0.850919 -0.775 -1.028 -1.083
H 0.733544 0.910215 -0.040341 -0.410 0.181 0.390
H 2.024827 -1.020849 1.103008 -0.796 -1.457 -1.091
H 3.334133 0.043323 1.414276 -0.405 0.579 -0.337
H -1.307614 -2.047302 -1.610976 -0.651 0.270 0.884
H -1.762209 -0.449865 -1.719176 -0.109 2.161 -2.079
```
Forces are in eV/Å.

Relative energy (zero: lowest compared OMol25 entry of this formula, charge and spin)   2.809 eV
Frontier orbital gap (spin up / spin down)   7.753 / 7.751 eV
Electronic energy   -985.58028 hartree


(3)
Computed, not measured: 8 unconnected molecules or ions with the total composition C16H48O8S8, with ωB97M-V/def2-TZVPD.

Structure (XYZ):
```
80
Properties=species:S:1:pos:R:3:forces:R:3
C 1.617996 -1.843966 4.777750 -0.626 -1.120 -1.496
S 1.232922 -0.293745 3.894061 1.951 -0.023 0.889
O 2.373824 0.598095 4.313156 -0.821 0.064 -0.065
C 1.694358 -0.876096 2.252456 -0.227 -0.635 -0.420
H 1.292856 -1.965555 5.805959 0.059 0.731 0.064
H 2.666424 -2.088324 4.611693 0.148 0.449 0.316
H 1.075587 -2.609658 4.210721 -0.174 -0.032 0.145
H 1.772110 -0.062124 1.531669 -0.455 0.272 0.274
H 0.915737 -1.568982 1.935513 -0.078 0.072 -0.248
H 2.650951 -1.393871 2.156144 0.098 -0.018 0.723
C 1.180379 -3.202585 -3.771721 -0.338 -0.777 -0.155
S 0.863329 -1.465455 -4.161998 -0.734 -0.372 -0.979
O 1.464026 -1.232625 -5.536960 0.929 -3.920 3.418
C -0.957003 -1.489091 -4.489065 0.525 -1.095 0.397
H 0.838896 -3.916762 -4.524677 -0.100 0.479 -0.431
H 0.719136 -3.560014 -2.849874 0.104 0.595 0.290
H 2.262857 -3.312454 -3.725442 0.018 0.222 0.166
H -1.131763 -2.071485 -5.393014 0.219 0.081 -0.147
H -1.367696 -0.487727 -4.577650 0.326 0.094 0.156
H -1.408558 -2.053822 -3.670459 -0.095 0.259 0.136
C -1.095020 0.416798 -1.681055 -0.360 0.085 -0.041
S -1.392803 -0.995951 -0.551446 1.375 0.625 0.263
O -0.039713 -1.656286 -0.366142 -0.952 0.191 -0.226
C -1.635881 0.026480 0.948730 0.761 0.064 -0.247
H -0.399130 0.146525 -2.471316 -0.046 -0.318 0.221
H -0.679353 1.298822 -1.195840 -0.012 -0.209 0.299
H -2.025325 0.711122 -2.168926 -0.092 -0.086 0.086
H -2.580008 0.566317 0.894870 -0.072 -0.101 0.101
H -0.801242 0.727405 0.991552 -0.090 0.166 -0.230
H -1.495296 -0.562091 1.855169 -0.481 -0.374 -0.171
C -2.758355 -4.626315 4.348020 -0.456 -0.529 -0.906
S -2.996409 -2.878750 4.002011 -0.448 0.723 0.085
O -1.691352 -2.203680 4.281156 -0.135 -0.225 -0.351
C -3.211560 -2.878705 2.175548 0.381 -1.429 -0.173
H -3.006069 -4.880000 5.376039 0.409 0.476 0.184
H -1.751802 -4.912586 4.046945 0.056 0.010 0.206
H -3.481566 -5.203220 3.764935 0.050 0.105 -0.207
H -2.347161 -3.369624 1.718742 0.410 0.541 0.104
H -3.373533 -1.878013 1.789480 0.165 0.114 0.332
H -4.013656 -3.518729 1.798830 -0.442 0.159 0.644
C -0.034419 3.401298 -6.270290 0.647 -0.969 -0.173
S 0.645526 1.944011 -5.393466 0.896 0.015 0.332
O -0.275154 1.631434 -4.231503 -0.037 -0.228 -0.817
C 0.661335 0.577538 -6.618179 -1.066 2.955 -2.094
H -0.462250 4.048691 -5.511262 -0.444 -0.205 -0.071
H -0.667469 3.030047 -7.072158 -0.437 0.478 0.153
H 0.829545 3.923939 -6.681038 -0.004 -0.110 -0.162
H 1.445261 -0.132498 -6.362822 -0.431 1.591 -0.547
H 0.882681 0.977316 -7.610604 -0.098 0.666 -0.024
H -0.311826 0.096269 -6.721808 -0.009 -0.011 0.352
C -2.274680 1.219137 4.369832 -0.865 0.706 -1.398
S -4.003770 1.635855 4.805931 0.817 0.834 1.004
O -3.893443 2.643516 5.932289 -0.361 -0.724 -1.333
C -4.406162 2.450912 3.210388 0.282 0.050 0.542
H -1.863420 2.041328 3.778759 0.151 0.422 0.629
H -2.335712 0.445302 3.601698 0.188 -0.654 0.716
H -1.698482 1.031726 5.266941 -0.068 -0.371 -0.078
H -3.646678 3.176198 2.919247 0.112 -0.056 0.111
H -5.355192 2.970229 3.324977 -0.101 -0.202 0.006
H -4.473003 1.641277 2.483537 -0.124 0.063 -0.090
C 2.606178 2.837497 2.524627 0.698 0.874 1.089
S 0.797553 2.773786 2.490273 0.896 0.732 -0.673
O 0.237784 3.959101 3.229379 0.445 -0.741 -0.664
C 0.762100 3.162423 0.676683 -0.574 -0.128 0.697
H 3.013063 3.716788 2.022391 -0.457 -0.029 -0.425
H 3.117852 1.949266 2.165925 -0.400 -0.137 -0.151
H 2.902358 2.997268 3.562225 -0.257 -0.437 0.130
H 0.807878 2.230678 0.111597 -0.173 -0.041 0.061
H 1.574603 3.793614 0.327223 -0.028 0.186 0.326
H -0.206027 3.659592 0.615885 -0.011 -0.043 -0.550
C 4.082987 -0.956904 -0.988573 1.381 0.340 -0.355
S 3.162903 0.609183 -0.949013 -1.237 0.497 0.487
O 3.996185 1.640216 -0.254804 0.118 -0.517 -0.685
C 3.072110 0.859081 -2.751892 1.259 -1.475 -0.016
H 4.884228 -0.891343 -1.731382 -0.194 0.031 -0.262
H 3.520957 -1.873657 -1.150587 -0.460 0.307 0.045
H 4.654059 -1.019155 -0.061360 -0.492 0.091 0.304
H 4.102310 0.812944 -3.113137 0.029 0.311 -0.107
H 2.530792 1.655760 -3.249280 -0.239 0.338 0.797
H 2.636314 -0.102968 -3.042187 -0.100 0.277 -0.109
```
Forces are in eV/Å.

Relative energy (zero: lowest compared OMol25 entry of this formula, charge and spin)   2.457 eV
Frontier orbital gap   8.408 eV
Electronic energy   -4425.46539 hartree